No. 1
Density functional theory data (the ωB97M-V functional and the def2-TZVPD basis) for a cluster of 5 separate species, C6H25BO7 in total.

Geometry as XYZ:
```
39
Properties=species:S:1:pos:R:3
O 8.99444 15.73720 -19.75723
H 9.66761 16.47402 -19.92542
H 9.04280 15.41828 -18.82105
H 9.19328 14.93582 -20.38107
B 9.76172 13.72932 -21.61714
H 9.86477 12.97867 -22.55679
H 10.85365 13.90034 -21.10911
H 9.36375 14.81836 -22.00596
H 8.98012 13.29861 -20.78342
C 11.99362 17.25293 -20.26812
C 12.46667 16.99446 -18.86618
O 11.69475 15.92102 -18.33769
O 10.63083 17.70395 -20.20661
H 12.01025 16.29135 -20.79296
H 12.62838 17.95643 -20.80315
H 12.35272 17.89674 -18.25052
H 13.53159 16.74589 -18.85133
H 12.24761 15.40811 -17.74366
H 10.45978 18.36397 -20.88370
C 9.08150 15.92053 -16.09290
C 8.34189 14.65337 -16.37514
O 8.80022 14.10916 -17.62226
O 8.62682 16.90933 -17.02415
H 10.15607 15.77732 -16.23598
H 8.85963 16.22536 -15.06513
H 7.26455 14.83716 -16.40075
H 8.57419 13.97542 -15.54538
H 8.64242 13.16146 -17.63395
H 9.09022 17.73114 -16.83722
C 7.32945 13.88682 -24.67548
C 6.56240 14.42502 -23.47831
O 6.82240 13.70874 -22.29991
O 8.69186 14.23958 -24.65682
H 6.86039 14.25237 -25.58929
H 7.18688 12.79675 -24.63263
H 5.48784 14.39492 -23.66667
H 6.84668 15.47727 -23.31811
H 7.76668 13.70126 -22.05551
H 9.05446 13.89243 -23.82467
```

- relative energy (zero: lowest compared OMol25 entry of this formula, charge and spin) (eV) = 0.000
- DFT total energy (eV) = -21632.7523
- Kohn-Sham gap (eV) = 8.7

=====

No. 2
Density functional theory data (the ωB97M-V functional and the def2-TZVPD basis) for the ion C5H10ClN2O5 with charge +1.

Geometry as XYZ:
```
23
Properties=species:S:1:pos:R:3
C -1.38944 -0.23418 0.08464
C -0.31768 1.96257 -0.07322
C 0.18695 1.93134 -1.52418
C 1.91296 -1.89552 -0.35926
C 1.19908 0.07047 0.68655
N -2.44232 -0.91731 0.04139
N 1.36197 -0.60046 1.81059
O -1.44256 1.16232 0.13500
O -0.49807 3.14184 0.47927
O -2.48444 -2.23543 0.17488
O 0.79002 1.30206 0.75345
O 1.52142 -0.50069 -0.45999
Cl -4.17231 -0.42026 -0.14951
H 1.18540 2.09954 -1.48820
H 0.00471 0.92460 -1.83494
H -0.26444 2.52227 -2.18755
H 2.64366 -2.03906 0.48231
H 2.33333 -2.12706 -1.35630
H 0.94675 -2.46819 -0.16136
H 1.72038 -1.56033 1.68760
H -1.04570 3.14533 1.25409
H 1.05065 -0.48983 2.71058
H -2.80031 -2.77402 -0.70583
```

- DFT total energy (eV) = -31075.0830
- Kohn-Sham gap (eV) = 9.9
- charge = +1

=====

No. 3
Density functional theory data (the ωB97M-V functional and the def2-TZVPD basis) for an isolated molecule of C5H9NO.

Geometry as XYZ:
```
16
Properties=species:S:1:pos:R:3
C -0.05226 0.10070 -0.05487
C -1.00269 -0.14678 -1.22506
C -0.60228 -0.39630 1.27818
C 0.35886 1.61619 0.06987
C 1.30800 -0.41467 -0.36360
N 1.98804 -1.43181 -0.06951
O -0.12102 2.49353 -0.65127
H 1.45022 -2.22843 0.28001
H 0.77475 1.87031 1.06404
H 1.87138 0.68632 -0.61113
H -0.52197 0.10151 -2.17645
H -1.88607 0.49342 -1.14161
H -1.32596 -1.19210 -1.26223
H -0.88808 -1.45170 1.22295
H 0.13238 -0.29077 2.08346
H -1.48329 0.19058 1.55721
```

- structure (SMILES) = [H]/N=C\C(C)(C)C=O
- relative energy (zero: lowest compared OMol25 entry of this formula, charge and spin) (eV) = 2.750
- DFT total energy (eV) = -8866.4630
- Kohn-Sham gap (eV) = 10.2

=====

No. 4
Density functional theory data (the ωB97M-V functional and the def2-TZVPD basis) for a cluster of 10 separate species, C35H70N5O20P5 in total.

Geometry as XYZ:
```
135
Properties=species:S:1:pos:R:3
N 19.70066 -6.74140 7.42920
C 18.47182 -7.20224 7.06182
C 18.16549 -8.24801 7.82855
C 19.31370 -8.46716 8.70021
C 20.23001 -7.50217 8.42695
H 20.18252 -5.97296 6.99292
H 18.04723 -6.76455 6.14514
H 17.26319 -8.79653 7.74935
H 19.34176 -9.31843 9.36979
H 21.16668 -7.29227 8.85108
N 24.73737 -15.39709 8.84278
C 25.07282 -16.70209 8.77951
C 24.04259 -17.50345 9.04947
C 22.93337 -16.58519 9.27485
C 23.40877 -15.29198 9.18629
H 25.42077 -14.68667 8.64932
H 26.12786 -16.98408 8.65898
H 24.07348 -18.56370 9.07872
H 21.92332 -16.85283 9.53231
H 22.95361 -14.32392 9.20804
N 14.57331 -10.69167 7.84832
C 13.53485 -11.52537 8.09956
C 14.11182 -12.53954 8.82779
C 15.53825 -12.39084 8.94317
C 15.77160 -11.19197 8.31898
H 14.50510 -9.81129 7.37962
H 12.53146 -11.39503 7.75667
H 13.57438 -13.40616 9.21583
H 16.14999 -13.11151 9.42416
H 16.71421 -10.71083 8.15514
N 19.93376 -12.05739 10.34455
C 21.08159 -12.48814 9.65209
C 20.70785 -12.86984 8.42290
C 19.29902 -12.68693 8.30966
C 18.85445 -12.21598 9.52980
H 19.91241 -11.74764 11.29854
H 22.02688 -12.44089 10.17811
H 21.42604 -13.22612 7.70241
H 18.70790 -12.82397 7.43440
H 17.91223 -11.89121 9.92880
N 15.27133 -14.07778 12.95999
C 15.57743 -12.81491 13.31870
C 16.91745 -12.63318 12.95474
C 17.36695 -13.85378 12.36155
C 16.34566 -14.72043 12.36825
H 14.28426 -14.33828 12.85806
H 14.87799 -12.15143 13.77258
H 17.56037 -11.77054 13.12698
H 18.36143 -14.06334 11.98843
H 16.26498 -15.76053 12.07636
C 17.20143 -19.33154 5.11179
O 18.08181 -18.39025 5.78597
P 19.35184 -18.98947 6.51512
O 20.15247 -19.90671 5.68912
O 20.14560 -17.70536 6.95825
C 20.81008 -16.90853 6.06358
O 18.80861 -19.61632 7.87419
C 19.67743 -20.01322 8.87667
H 17.69778 -20.21746 4.63887
H 16.68768 -18.80991 4.37862
H 16.54552 -19.75253 5.84565
H 20.60559 -15.83416 6.20973
H 20.50712 -17.13327 5.06453
H 21.88708 -17.06579 6.17800
H 20.30842 -20.85334 8.51626
H 19.07721 -20.33057 9.69867
H 20.36634 -19.18495 9.18495
C 23.05136 -14.01292 5.50894
O 23.84162 -12.87231 5.35770
P 23.44296 -11.60644 6.26080
O 23.51514 -11.92062 7.68231
O 24.49138 -10.48064 5.73860
C 25.74543 -10.70254 6.40026
O 22.02592 -11.17585 5.64437
C 21.23749 -10.16826 6.38286
H 22.85560 -14.38180 6.53133
H 23.70434 -14.76431 5.07183
H 22.09360 -13.88158 5.02279
H 25.63152 -10.82971 7.49588
H 26.21604 -9.74246 6.15129
H 26.28800 -11.40985 5.79112
H 21.40030 -9.22199 5.81980
H 21.47848 -10.13638 7.46387
H 20.18619 -10.42723 6.22040
C 15.69356 -14.15087 2.35517
O 15.60662 -13.85207 3.70396
P 15.47468 -15.05670 4.77690
O 15.85619 -16.37380 4.29128
O 16.25429 -14.47575 6.07071
C 16.53155 -15.38676 7.08600
O 13.94928 -15.04831 5.20111
C 13.24390 -13.89367 5.54737
H 16.39901 -14.94264 2.07962
H 16.01450 -13.25550 1.83583
H 14.73322 -14.52688 2.00462
H 16.86717 -14.85680 7.99183
H 17.39465 -16.02258 6.81421
H 15.69837 -16.07834 7.32297
H 12.19844 -14.16563 5.69744
H 13.32909 -13.25286 4.70904
H 13.64571 -13.45864 6.48488
C 19.46447 -9.02567 14.70784
O 19.99215 -10.15265 15.34463
P 20.87002 -11.10236 14.34839
O 20.28607 -11.37259 13.00303
O 22.33525 -10.58925 14.32758
C 23.14980 -10.37168 15.47420
O 21.00870 -12.34090 15.31643
C 19.88768 -13.09897 15.75392
H 18.86314 -9.30962 13.83350
H 20.27216 -8.36413 14.38312
H 18.81786 -8.39888 15.35853
H 22.61663 -9.79542 16.20108
H 24.02422 -9.81722 15.14564
H 23.47625 -11.31439 15.83750
H 19.03214 -13.02029 15.11978
H 19.59515 -12.69230 16.71739
H 20.12421 -14.13816 15.77208
C 16.19219 -10.52658 4.87986
O 17.27797 -11.41962 4.89813
P 18.14634 -11.55381 3.55818
O 17.40729 -11.05340 2.35480
O 19.46727 -10.75825 4.01136
C 20.51076 -10.52414 3.03918
O 18.59551 -13.03941 3.39070
C 19.27897 -13.87701 4.27887
H 16.38702 -9.64709 5.48652
H 15.27586 -11.03866 5.21017
H 16.05395 -10.30474 3.78213
H 21.21256 -9.81491 3.43650
H 19.99909 -10.12101 2.14805
H 20.88950 -11.51124 2.80156
H 18.62813 -14.18838 5.09845
H 20.05394 -13.29525 4.77709
H 19.67541 -14.74278 3.73417
```

- structure (SMILES) = COP(=O)(OC)OC.COP(=O)(OC)OC.COP(=O)(OC)OC.COP(=O)(OC)OC.COP(=O)(OC)OC.c1cc[nH]c1.c1cc[nH]c1.c1cc[nH]c1.c1cc[nH]c1.c1cc[nH]c1
- relative energy (zero: lowest compared OMol25 entry of this formula, charge and spin) (eV) = 0.000
- DFT total energy (eV) = -132284.3447
- Kohn-Sham gap (eV) = 8.2

=====

No. 5
Density functional theory data (the ωB97M-V functional and the def2-TZVPD basis) for a cluster of 2 separate species, H4N2O2P in total.

Geometry as XYZ:
```
9
Properties=species:S:1:pos:R:3
N -0.50440 -0.09062 -1.36288
N -0.83591 -0.00971 1.23030
O 0.28083 2.01863 -0.02595
O 2.46715 -1.25618 0.12126
P 0.28636 0.54429 0.03269
H -0.00280 0.28810 -2.16234
H -0.37033 -1.09715 -1.35151
H -0.70954 0.57262 2.05206
H -0.61137 -0.96998 1.46636
```

- relative energy (zero: lowest compared OMol25 entry of this formula, charge and spin) (eV) = 6.104
- DFT total energy (eV) = -16427.4111
- Kohn-Sham gap (alpha / beta) (eV) = 7.2 / 7.3
- charge = -1